# 1
Here is a cluster of 13 separate species, C24H64BN10O20 in total at a distorted geometry from the OMol25 dataset. Energies are from ωB97M-V with the def2-TZVPD basis set.

E_LUMO: 0.99 eV
multiplicity: 1
energy above the lowest of the compared OMol25 structures with the same formula, charge and spin: 0.0 kcal per mole
HOMO level: -7.44 eV
total charge: -1
max |F|: 6.39 eV Å⁻¹

Geometry (Å):
O (-2.399, 1.930, -0.477)
C (-1.255, 1.496, -0.517)
O (-0.904, 0.375, -1.073)
B (0.532, 0.097, -0.790)
O (1.030, 1.285, -0.069)
C (0.061, 2.063, 0.206)
O (0.109, 3.073, 0.931)
O (1.377, -0.224, -1.992)
C (1.915, -1.380, -1.861)
O (2.547, -1.984, -2.711)
C (1.421, -2.040, -0.549)
O (0.653, -1.162, 0.079)
O (1.636, -3.214, -0.184)
O (1.916, 4.962, 2.626)
H (2.431, 4.209, 2.917)
H (1.318, 4.604, 1.970)
O (3.270, -2.188, -5.133)
H (2.526, -1.943, -5.684)
H (2.912, -2.216, -4.246)
C (4.173, 1.708, 0.373)
O (5.301, 1.225, 0.417)
N (3.745, 2.186, -0.734)
N (3.447, 2.068, 1.356)
H (2.898, 2.724, -0.616)
H (4.406, 2.406, -1.465)
H (3.845, 1.746, 2.226)
H (2.472, 1.910, 1.147)
C (-5.481, 0.813, -2.685)
O (-6.166, 0.101, -3.430)
N (-6.099, 1.694, -2.008)
N (-4.252, 0.597, -2.414)
H (-5.583, 2.280, -1.367)
H (-7.066, 1.891, -2.222)
H (-3.906, -0.207, -2.919)
H (-3.885, 1.139, -1.645)
C (-0.968, -3.578, 3.122)
O (-1.703, -3.842, 4.000)
N (-0.847, -2.376, 2.544)
N (-0.272, -4.504, 2.535)
H (-0.260, -2.024, 1.801)
H (-1.500, -1.774, 3.025)
H (-0.406, -5.396, 2.990)
H (0.333, -4.294, 1.754)
C (6.167, -0.301, -2.797)
O (6.910, -0.364, -3.749)
N (4.891, -0.347, -2.913)
N (6.572, -0.254, -1.585)
H (4.592, -0.653, -3.828)
H (4.363, -0.418, -2.055)
H (5.917, -0.114, -0.828)
H (7.582, -0.233, -1.576)
C (0.754, 0.912, -5.369)
O (0.766, 1.282, -6.522)
N (-0.213, 1.230, -4.600)
N (1.727, 0.317, -4.810)
H (-0.092, 1.019, -3.620)
H (-1.030, 1.701, -4.964)
H (2.550, 0.013, -5.311)
H (1.642, -0.055, -3.875)
C (-0.625, 1.468, 3.879)
C (-1.529, 0.584, 4.768)
C (-2.375, 1.470, 5.683)
O (-2.378, -0.246, 3.957)
H (0.026, 2.076, 4.507)
H (-1.141, 1.947, 3.047)
H (0.101, 0.838, 3.366)
H (-0.990, -0.143, 5.376)
H (-2.889, 0.878, 6.440)
H (-3.155, 1.978, 5.117)
H (-1.829, 2.328, 6.075)
H (-3.197, 0.153, 3.652)
C (-0.896, -2.975, -3.760)
C (-0.262, -4.286, -3.320)
C (-0.857, -4.948, -2.153)
O (-0.320, -5.103, -4.422)
H (-0.652, -2.251, -2.982)
H (-1.984, -2.916, -3.735)
H (-0.475, -2.582, -4.685)
H (0.805, -4.127, -3.168)
H (-1.723, -5.561, -2.403)
H (-1.052, -4.212, -1.374)
H (-0.054, -5.611, -1.829)
H (0.489, -4.939, -4.913)
C (-4.772, 0.106, 1.338)
C (-5.435, 0.953, 2.417)
C (-7.035, 0.973, 2.322)
O (-4.979, 0.474, 3.683)
H (-4.937, -0.943, 1.583)
H (-3.699, 0.283, 1.260)
H (-5.111, 0.260, 0.314)
H (-5.049, 1.936, 2.149)
H (-7.419, 0.009, 2.654)
H (-7.319, 1.188, 1.291)
H (-7.359, 1.728, 3.037)
H (-5.718, 0.031, 4.106)
C (-1.210, 6.660, 1.632)
C (-2.264, 5.948, 0.732)
C (-3.525, 5.639, 1.468)
O (-2.557, 6.687, -0.456)
H (-0.345, 6.913, 1.018)
H (-1.030, 6.156, 2.582)
H (-1.618, 7.646, 1.855)
H (-1.816, 4.969, 0.560)
H (-4.027, 6.544, 1.811)
H (-3.512, 4.929, 2.295)
H (-4.245, 5.206, 0.773)
H (-1.873, 7.334, -0.641)
C (6.485, -3.746, 0.405)
C (5.503, -4.175, 1.535)
C (4.373, -5.084, 1.027)
O (6.336, -5.002, 2.350)
H (7.183, -3.083, 0.915)
H (5.918, -3.178, -0.333)
H (7.125, -4.371, -0.218)
H (5.157, -3.378, 2.193)
H (3.848, -5.529, 1.872)
H (4.857, -5.777, 0.339)
H (3.627, -4.638, 0.370)
H (6.985, -5.464, 1.815)

Mulliken atomic charge list, values in e, 6 entries: -0.7850, 0.3283, -1.0854, 1.4006, -0.0562, 0.2390

# 2
Here is a structure of composition C20H17FeNO5 at a distorted geometry from the OMol25 dataset. Energies are from ωB97M-V with the def2-TZVPD basis set.

E_LUMO (alpha / beta): -0.08 / -2.57 eV
multiplicity: 5
HOMO level (alpha / beta): -6.42 / -8.72 eV
max |F|: 4.74 eV Å⁻¹
expectation value of S²: 6.150

Geometry (Å):
C (-4.614, 2.405, 2.192)
C (-3.629, 3.067, 2.943)
C (-2.443, 2.407, 3.286)
C (-2.243, 1.075, 2.909)
C (-0.954, 0.361, 3.267)
C (0.149, 0.520, 2.203)
C (1.545, 0.018, 2.570)
O (2.419, 1.129, 2.421)
C (1.691, 2.242, 1.989)
O (2.269, 3.307, 1.834)
N (0.391, 1.872, 1.811)
C (-3.230, 0.406, 2.170)
C (-4.404, 1.075, 1.802)
H (-5.540, 2.919, 1.924)
H (-3.777, 4.100, 3.261)
H (-1.649, 2.922, 3.834)
H (-0.569, 0.751, 4.221)
H (-1.143, -0.713, 3.375)
H (-0.192, -0.039, 1.296)
H (1.613, -0.364, 3.597)
H (1.843, -0.782, 1.874)
H (-3.057, -0.637, 1.889)
H (-5.154, 0.551, 1.206)
O (0.067, -4.394, -3.713)
C (0.553, -3.388, -3.394)
Fe (1.042, -1.908, -2.552)
C (-0.614, -1.976, -1.916)
O (-1.657, -2.240, -1.477)
C (1.488, -2.932, -1.178)
O (1.438, -3.732, -0.333)
C (1.447, 0.066, -1.822)
C (2.854, -0.091, -1.815)
C (3.496, -0.966, -2.642)
C (2.788, -1.799, -3.560)
C (1.847, -1.281, -4.502)
C (1.089, -0.144, -4.290)
C (0.633, 0.108, -2.979)
H (0.979, 0.451, -0.908)
H (3.405, 0.442, -1.034)
H (4.572, -1.132, -2.532)
H (3.228, -2.772, -3.809)
H (1.766, -1.822, -5.452)
H (0.627, 0.384, -5.131)
H (-0.368, 0.533, -2.834)

Mulliken atomic charge list, values in e, 6 entries: -0.4350, -0.5494, -0.3317, 0.5360, -1.4595, 1.0314

# 3
Here is a cluster of 3 separate species, C47H54BCl2F3N4O7PS in total at a distorted geometry from the OMol25 dataset. Energies are from ωB97M-V with the def2-TZVPD basis set.

E_LUMO: -3.41 eV
multiplicity: 1
HOMO level: -10.42 eV
total charge: +1
max |F|: 2.35 eV Å⁻¹

Geometry (Å):
C (-5.676, 1.642, 7.888)
C (-6.219, 1.490, 6.425)
C (-5.027, 1.452, 5.475)
C (-5.438, 1.305, 3.980)
N (-5.373, 2.583, 3.229)
N (-4.405, 2.577, 2.136)
C (-3.323, 3.321, 2.624)
N (-2.370, 2.759, 3.254)
C (-2.185, 1.332, 3.515)
C (-0.681, 1.009, 3.350)
C (-0.321, 0.510, 1.922)
C (0.733, -0.615, 2.052)
C (1.480, -0.817, 0.707)
O (2.889, -0.772, 0.901)
C (3.446, 0.244, 0.060)
N (-3.249, 4.709, 2.470)
C (-2.915, 4.889, 1.013)
S (-1.229, 4.191, 0.786)
B (-2.785, 6.489, 0.827)
O (-3.364, 7.333, 1.740)
O (-2.050, 6.990, -0.196)
C (-4.029, 4.259, 0.120)
Cl (-5.036, 5.712, -0.377)
C (-3.511, 3.789, -1.267)
F (-4.471, 3.748, -2.150)
F (-2.874, 2.654, -1.202)
F (-2.660, 4.680, -1.745)
C (-5.016, 3.209, 0.870)
Cl (-6.478, 4.197, 1.541)
P (-5.591, 1.782, -0.155)
C (-5.878, 0.233, 0.789)
C (-4.532, -0.480, 1.091)
C (-6.966, 2.060, -1.342)
C (-7.653, 3.422, -1.461)
H (-5.964, 2.602, 8.301)
H (-6.004, 0.819, 8.511)
H (-4.586, 1.589, 7.867)
H (-6.754, 0.549, 6.393)
H (-6.869, 2.343, 6.244)
H (-4.479, 0.545, 5.735)
H (-4.330, 2.280, 5.637)
H (-6.487, 1.019, 4.006)
H (-4.830, 0.519, 3.558)
H (-5.048, 3.267, 3.909)
H (-1.650, 3.395, 3.586)
H (-2.778, 0.702, 2.871)
H (-2.407, 1.182, 4.568)
H (-0.351, 0.295, 4.097)
H (-0.113, 1.928, 3.504)
H (0.059, 1.310, 1.298)
H (-1.233, 0.088, 1.498)
H (0.215, -1.533, 2.325)
H (1.444, -0.349, 2.828)
H (1.174, -0.014, 0.039)
H (1.144, -1.761, 0.271)
H (3.071, 0.158, -0.961)
H (4.517, 0.065, 0.013)
H (3.213, 1.228, 0.470)
H (-4.116, 5.191, 2.717)
H (-0.482, 5.312, 0.784)
H (-3.611, 8.144, 1.270)
H (-1.904, 7.941, -0.081)
H (-6.399, -0.426, 0.099)
H (-6.526, 0.305, 1.664)
H (-4.356, -1.200, 0.296)
H (-4.568, -1.048, 2.020)
H (-3.708, 0.224, 1.035)
H (-7.749, 1.330, -1.132)
H (-6.605, 1.794, -2.331)
H (-8.439, 3.315, -2.209)
H (-7.018, 4.231, -1.809)
H (-8.170, 3.735, -0.562)
C (6.290, -2.462, -1.105)
C (6.174, -2.209, -2.470)
C (7.217, -1.622, -3.164)
C (8.381, -1.270, -2.491)
C (8.490, -1.500, -1.117)
C (7.445, -2.108, -0.430)
C (9.711, -1.087, -0.371)
O (9.806, -1.292, 0.822)
C (10.805, -0.412, -1.119)
C (11.928, 0.031, -0.432)
C (12.960, 0.650, -1.118)
C (12.878, 0.821, -2.496)
C (11.759, 0.387, -3.186)
C (10.715, -0.222, -2.501)
C (9.505, -0.653, -3.251)
O (9.429, -0.502, -4.452)
H (5.474, -2.933, -0.571)
H (5.264, -2.481, -2.991)
H (7.128, -1.433, -4.225)
H (7.537, -2.299, 0.631)
H (11.994, -0.105, 0.639)
H (13.832, 0.998, -0.580)
H (13.688, 1.299, -3.032)
H (11.693, 0.524, -4.257)
C (-1.769, -8.351, -5.392)
C (-0.725, -9.057, -4.803)
C (0.259, -8.384, -4.099)
C (0.210, -7.000, -3.989)
C (-0.827, -6.290, -4.600)
C (-1.820, -6.972, -5.291)
C (-0.873, -4.804, -4.534)
O (-1.775, -4.183, -5.058)
C (0.220, -4.092, -3.815)
C (0.227, -2.703, -3.789)
C (1.229, -2.028, -3.114)
C (2.226, -2.738, -2.451)
C (2.226, -4.122, -2.477)
C (1.231, -4.803, -3.166)
C (1.264, -6.293, -3.214)
O (2.135, -6.910, -2.637)
H (-2.541, -8.881, -5.935)
H (-0.681, -10.135, -4.894)
H (1.069, -8.933, -3.637)
H (-2.629, -6.422, -5.754)
H (-0.550, -2.151, -4.302)
H (1.235, -0.945, -3.101)
H (3.005, -2.209, -1.915)
H (3.003, -4.676, -1.966)

Mulliken atomic charge list, values in e, 6 entries: -1.2060, -0.4691, -1.5131, 0.1808, -0.3586, 1.2911

- Which value of multiplicity does entry 2 give?
  5